1.
{
  "formula": "C26H32BClO3S",
  "method": "ωB97M-V/def2-TZVPD",
  "symbols": ["Cl", "S", "O", "O", "O", "C", "C", "C", "C", "C", "C", "C", "C", "C", "C", "C", "C", "C", "C", "C", "C", "C", "C", "C", "C", "C", "C", "C", "C", "C", "C", "B", "H", "H", "H", "H", "H", "H", "H", "H", "H", "H", "H", "H", "H", "H", "H", "H", "H", "H", "H", "H", "H", "H", "H", "H", "H", "H", "H", "H", "H", "H", "H", "H"],
  "xyz": [[-5.694, -0.555, -0.394], [-3.882, 3.342, 5.211], [1.887, 1.928, 4.250], [-1.256, 2.593, 4.502], [2.068, 3.880, 2.668], [-0.666, 1.099, 1.859], [-3.222, 4.884, 5.523], [-2.096, 0.472, -1.623], [-1.157, 2.428, 2.079], [-3.368, 4.904, 3.166], [3.884, 2.703, 1.623], [-3.291, 3.452, 3.414], [-1.484, 3.162, 0.952], [-2.869, 5.332, 6.883], [-1.284, 1.182, 4.795], [-4.224, 2.523, 2.543], [-1.020, 0.448, 0.681], [-4.744, 2.937, 1.320], [-4.802, 0.243, 2.033], [-4.373, 1.200, 2.941], [3.307, 2.355, 4.189], [-5.224, 1.989, 0.411], [-3.061, 5.599, 4.348], [-1.726, 3.247, 3.329], [3.431, 3.395, 2.943], [4.206, 4.646, 3.190], [-1.637, 1.172, -0.392], [-5.221, 0.634, 0.752], [-1.803, 2.541, -0.241], [4.047, 1.052, 4.072], [3.551, 3.019, 5.554], [1.669, 2.833, 3.296], [-2.021, 4.743, 7.271], [5.113, 1.263, 4.112], [-4.115, 0.892, 3.958], [3.739, 3.418, 0.837], [-0.888, -0.639, 0.526], [-3.397, 5.249, 2.190], [-0.988, 4.116, 3.316], [-3.709, 5.216, 7.579], [3.757, 0.437, 4.929], [-3.137, 0.118, -1.522], [-5.577, 2.278, -0.585], [-1.640, 4.249, 1.078], [-1.820, 1.115, 5.741], [-4.806, -0.815, 2.291], [3.300, 1.814, 1.409], [3.822, 5.198, 4.046], [4.619, 3.204, 5.654], [-2.712, 6.635, 4.338], [-2.259, 3.125, -1.074], [4.934, 2.457, 1.732], [-2.565, 6.386, 6.861], [3.219, 2.321, 6.318], [3.790, 0.522, 3.161], [-1.782, 0.586, 4.017], [-2.064, 1.154, -2.492], [-0.244, 0.844, 4.945], [2.988, 3.951, 5.667], [5.255, 4.372, 3.346], [-0.090, 0.519, 2.595], [4.118, 5.271, 2.297], [-4.745, 3.991, 1.022], [-1.471, -0.406, -1.844]],
  "forces_ev_per_a": [[-0.193, -0.350, -0.346], [0.292, -1.170, -1.089], [-0.424, 1.462, -1.908], [1.156, -0.466, 1.367], [-0.429, 0.156, -0.064], [-0.870, -0.346, 0.306], [0.638, 1.526, -0.653], [-0.251, -0.211, -0.644], [0.013, 0.689, 0.059], [-0.715, 0.383, 1.733], [-0.051, 0.295, 1.529], [-1.765, 0.330, -0.270], [-0.572, 0.715, -0.565], [0.189, -0.020, 0.288], [-0.296, 1.010, -0.289], [1.606, 0.954, 0.814], [-0.210, 0.626, -1.205], [0.062, -0.204, -0.468], [-0.499, -0.143, -0.422], [0.186, -0.444, -0.280], [1.012, 0.143, 1.583], [-0.258, -0.227, -0.019], [-0.353, 0.055, -0.438], [4.087, -3.645, 0.522], [1.861, -0.623, -1.277], [0.692, -0.045, 0.276], [0.365, -0.484, 1.169], [0.602, 0.880, 1.017], [-0.052, 0.263, -1.062], [0.435, 0.321, -0.010], [0.079, -0.022, -0.755], [-4.872, -1.546, 1.086], [-0.148, 0.140, 0.167], [0.205, -0.290, -0.068], [0.172, 0.122, -0.391], [0.013, 0.287, -0.467], [0.350, 0.758, 0.261], [0.057, 0.969, -1.540], [-2.333, -0.277, 0.101], [0.118, 0.064, 0.117], [0.151, 0.103, -0.150], [0.349, 0.118, -0.007], [0.104, -0.015, 0.441], [-0.128, -0.728, -0.140], [-0.108, -0.313, -0.006], [-0.121, 0.236, 0.012], [-0.059, -0.145, -0.051], [0.109, -0.011, -0.032], [0.031, 0.160, 0.222], [-0.192, -0.178, 0.155], [0.558, -0.450, 0.672], [0.179, -0.190, -0.242], [-0.114, -0.181, 0.063], [0.061, -0.016, 0.069], [0.076, -0.062, -0.085], [0.116, 0.160, 0.358], [-0.010, -0.353, 0.327], [-0.365, -0.024, -0.173], [0.117, -0.163, -0.025], [-0.023, 0.311, 0.061], [-0.726, 0.383, -0.046], [0.096, -0.085, 0.156], [0.186, -0.440, 0.246], [-0.182, 0.245, 0.010]],
  "energy_ev": -57650.6239,
  "orbital_gap_ev": 2.863,
  "multiplicity": 1,
  "total_charge": 0,
  "relative_energy_kcal_mol": 205.72,
  "e_lumo_ev": -1.0
}

2.
{
  "formula": "C15H48F6N12O9P",
  "method": "ωB97M-V/def2-TZVPD",
  "symbols": ["P", "F", "F", "F", "F", "F", "F", "O", "O", "O", "O", "O", "O", "O", "O", "O", "N", "N", "N", "N", "N", "N", "N", "N", "N", "N", "N", "N", "C", "C", "C", "C", "C", "C", "C", "C", "C", "C", "C", "C", "C", "C", "C", "H", "H", "H", "H", "H", "H", "H", "H", "H", "H", "H", "H", "H", "H", "H", "H", "H", "H", "H", "H", "H", "H", "H", "H", "H", "H", "H", "H", "H", "H", "H", "H", "H", "H", "H", "H", "H", "H", "H", "H", "H", "H", "H", "H", "H", "H", "H", "H"],
  "xyz": [[0.196, -0.404, -0.099], [-1.377, -0.292, -0.452], [0.114, 1.138, 0.404], [0.745, 0.138, -1.524], [-0.323, -1.112, 1.266], [0.215, -1.976, -0.650], [1.840, -0.542, 0.334], [3.000, -5.943, -0.768], [-5.366, -2.196, -4.463], [-4.402, -5.744, 1.304], [-6.793, 2.295, -1.211], [7.967, 1.933, -2.540], [-4.376, 6.091, 3.940], [-0.986, 4.602, -5.927], [4.064, -3.015, 5.837], [2.476, 4.297, 5.312], [-3.321, -1.340, -4.282], [4.430, -2.695, 3.733], [-2.425, -4.941, 0.993], [2.683, -3.813, 4.197], [2.624, 3.185, 3.384], [-6.668, 0.242, -0.620], [-2.972, 4.491, -5.051], [-3.584, -3.277, -3.583], [-8.268, 1.463, 0.084], [-3.997, -3.678, 1.637], [0.882, 2.833, 4.620], [-1.324, 3.492, -4.127], [-3.646, -4.862, 1.233], [2.875, -7.035, -2.919], [3.685, -6.169, -1.953], [-3.920, 5.209, 2.966], [5.944, 2.460, -1.276], [8.312, 2.522, -0.267], [-1.713, 4.260, -5.049], [-3.808, 3.779, 3.539], [-7.234, 1.353, -0.631], [3.675, -3.097, 4.683], [3.930, -4.854, -2.640], [1.990, 3.498, 4.469], [7.353, 1.830, -1.256], [-4.191, -2.308, -4.167], [-2.579, 5.789, 2.442], [4.623, -5.016, -3.465], [0.405, 2.479, 3.803], [-8.613, 0.714, 0.666], [-1.878, 6.101, 3.216], [-3.733, 6.180, 4.647], [-2.655, -3.146, -3.208], [4.567, -6.755, -1.693], [-2.367, -1.578, -4.052], [-3.437, 4.356, -4.165], [7.832, 2.784, -2.963], [-6.997, -0.568, -0.113], [3.622, 3.337, 3.419], [7.778, 2.716, 0.663], [-8.721, 2.365, 0.038], [-3.759, -0.431, -4.239], [4.121, -2.755, 2.773], [-3.207, 3.167, 2.867], [2.682, -5.096, -1.089], [-4.084, -4.076, -3.220], [-3.247, 3.763, 4.473], [4.306, -4.068, -1.984], [0.408, 2.718, 5.505], [5.285, 1.879, -1.921], [-4.569, 5.205, 2.090], [5.291, -2.218, 3.956], [1.886, -4.002, 4.789], [-3.300, -2.994, 1.898], [2.344, -7.828, -2.393], [8.671, 3.531, -0.473], [2.106, -6.455, -3.429], [9.133, 1.844, -0.036], [-1.897, 3.090, -3.398], [-4.806, 3.355, 3.655], [-2.775, 6.742, 1.951], [-3.547, 4.904, -5.771], [-5.783, 0.126, -1.093], [6.068, 3.393, -1.826], [7.177, 0.806, -0.930], [-1.882, -4.096, 1.095], [-1.919, -5.767, 0.705], [3.457, -7.627, -3.625], [-4.958, -3.473, 1.872], [-2.257, 5.022, 1.738], [2.620, -4.060, 3.220], [2.183, 2.575, 2.710], [-0.390, 3.108, -4.156], [5.452, 2.591, -0.312], [3.036, -4.451, -3.116]],
  "forces_ev_per_a": [[1.028, -1.340, -0.279], [-0.015, 0.203, -1.279], [0.497, -0.691, 0.824], [-0.876, -0.368, -0.033], [0.960, 1.099, 1.260], [0.393, 0.816, -0.721], [-2.064, 0.147, 0.294], [-0.739, 0.832, 0.268], [-0.749, -0.495, -0.145], [-4.313, -5.497, -0.814], [1.559, 3.338, -2.504], [-0.066, -1.519, -0.317], [-1.752, 0.854, 0.590], [2.513, 1.514, -2.973], [-1.115, 0.389, 1.320], [-0.801, -1.337, -0.875], [1.597, 3.567, -1.378], [3.430, 2.481, -4.330], [8.394, -0.245, -2.089], [-3.718, -1.773, 0.117], [2.124, -0.368, -3.355], [4.080, -7.646, -0.174], [-6.440, 1.350, 1.202], [1.351, -5.852, 2.476], [-6.099, 0.739, 3.806], [-1.510, 5.421, 1.313], [-4.135, -1.704, 0.657], [2.777, -4.383, 5.836], [-2.233, 0.941, 1.929], [-0.582, -0.976, 0.205], [0.459, -1.700, -1.490], [2.186, -0.131, 0.274], [0.565, -0.018, -1.022], [-0.836, -0.444, 1.116], [0.818, 0.783, -3.277], [0.362, 0.475, -0.751], [1.037, 3.114, -1.158], [1.200, -1.406, 2.629], [1.059, 0.385, -0.672], [2.106, 3.012, 3.944], [-0.245, 2.107, 0.507], [-2.422, 1.474, -0.292], [-1.032, -0.454, -0.287], [0.203, 0.219, 0.009], [0.104, -0.258, 0.308], [-0.162, 0.462, -0.159], [0.236, -0.855, 0.220], [0.177, -0.194, -0.111], [-0.459, -0.208, 0.070], [0.486, 0.384, -0.138], [-0.207, 1.261, 0.002], [-0.372, -0.017, -0.363], [-0.299, 0.157, 0.421], [0.019, 0.278, -0.188], [-0.341, 0.108, -0.550], [-0.104, -0.421, 0.365], [-0.102, -0.401, 0.311], [0.918, 0.173, -0.282], [0.344, 0.384, 0.185], [-0.267, -0.209, -0.219], [-1.228, 0.525, 1.632], [0.010, 0.127, -0.341], [-0.231, 0.211, 0.244], [0.293, -0.136, 0.090], [0.226, 0.589, -0.274], [-0.016, -0.256, 0.134], [-0.511, 0.125, 0.356], [-0.301, -0.160, -0.127], [0.266, -0.150, -0.204], [-0.391, 0.103, -0.194], [-0.085, 0.124, 0.457], [0.070, -0.187, -0.938], [0.093, 0.031, -0.182], [0.199, 0.266, -0.103], [-0.059, 0.187, -0.317], [0.150, -0.096, 0.178], [-0.228, -0.188, -0.434], [0.904, 0.097, 0.031], [-0.278, 0.127, 0.032], [-0.302, 0.531, 0.422], [0.728, -0.302, -0.567], [0.314, -0.355, -0.398], [-0.560, 0.103, 0.184], [0.339, 0.554, -0.318], [0.399, -0.342, -0.008], [0.926, 0.439, -0.072], [-0.141, 0.268, 0.372], [0.668, -0.111, 0.039], [-0.136, 0.424, -0.082], [0.290, 0.077, -0.016], [-0.336, -0.182, 0.172]],
  "energy_ev": -78245.1061,
  "orbital_gap_ev": 9.599,
  "multiplicity": 1,
  "total_charge": -1,
  "relative_energy_kcal_mol": 163.90,
  "e_lumo_ev": 1.8
}

3.
{
  "formula": "C6H16S",
  "method": "ωB97M-V/def2-TZVPD",
  "symbols": ["S", "C", "C", "C", "C", "C", "C", "H", "H", "H", "H", "H", "H", "H", "H", "H", "H", "H", "H", "H", "H", "H", "H"],
  "xyz": [[-0.484, -2.712, -0.745], [1.168, -1.911, -0.601], [-1.484, 3.152, 0.456], [-0.457, 1.825, 2.488], [0.617, 1.663, 0.188], [1.660, -1.350, -1.950], [-0.637, 1.838, 0.993], [0.537, 1.386, 2.774], [-1.885, 3.779, 1.349], [-0.980, -1.715, -1.531], [-1.346, 0.924, 0.784], [1.784, -2.719, -0.013], [1.996, -0.297, -1.757], [-0.561, 2.791, 3.002], [-2.305, 2.685, 0.001], [1.076, -1.356, -2.784], [2.560, -2.011, -2.146], [-0.957, 3.807, -0.139], [1.166, 0.648, 0.292], [1.296, 2.561, 0.226], [1.100, -1.006, 0.059], [-1.155, 1.225, 3.163], [0.219, 1.396, -0.801]],
  "forces_ev_per_a": [[0.988, 1.229, -0.076], [-0.487, -1.237, 1.297], [-0.112, -1.838, 4.442], [0.572, -0.687, 2.840], [0.513, -1.379, -1.099], [4.028, -0.269, 2.592], [-2.741, -0.171, -0.027], [-0.630, 0.579, -0.270], [0.711, -1.245, -1.393], [-0.147, -0.345, 0.180], [1.239, 1.487, 0.015], [-0.850, 1.636, -1.452], [-0.176, -1.036, -0.326], [0.481, 0.094, -0.564], [-1.265, 0.089, -1.084], [-2.043, -0.297, -2.015], [-0.834, 1.073, -0.251], [1.279, 1.105, -1.565], [-0.257, 1.801, 1.070], [-0.515, -1.205, -0.265], [-0.508, -0.910, 0.038], [0.352, 0.339, -1.562], [0.404, 1.186, -0.525]],
  "energy_ev": -17305.7460,
  "orbital_gap_ev": [9.619, 4.709],
  "multiplicity": 2,
  "total_charge": 1,
  "s2": 0.753,
  "relative_energy_kcal_mol": 41.74,
  "e_lumo_ev": [-4.2, -9.1]
}

4.
{
  "formula": "C6H13N",
  "method": "ωB97M-V/def2-TZVPD",
  "symbols": ["N", "C", "C", "C", "C", "C", "C", "H", "H", "H", "H", "H", "H", "H", "H", "H", "H", "H", "H", "H"],
  "xyz": [[2.584, -0.420, 0.736], [-1.782, 0.811, -1.810], [1.565, -0.751, -0.328], [-0.361, -0.279, 1.268], [0.295, -1.293, 0.294], [-1.924, 0.774, -0.497], [-0.855, 1.005, 0.557], [0.128, 0.039, 2.194], [1.499, 0.131, -0.961], [-2.951, 0.841, -0.134], [-0.407, -1.295, -0.541], [0.377, -2.289, 0.717], [-0.042, 1.507, 0.020], [2.405, 0.552, 0.967], [3.487, -0.382, 0.277], [-2.637, 0.921, -2.469], [2.020, -1.562, -0.909], [-1.254, 1.684, 1.311], [-0.841, 0.691, -2.340], [-1.306, -0.683, 1.648]],
  "forces_ev_per_a": [[-0.494, 0.126, -0.649], [0.127, -0.387, -0.633], [1.953, -0.877, 1.171], [-1.290, 0.288, 0.020], [-0.738, 2.030, -0.061], [-0.446, 1.096, 0.647], [0.449, -0.705, -0.885], [0.749, -0.419, -0.373], [-0.818, -0.137, -0.308], [0.085, -0.152, 0.073], [-0.259, -0.628, -0.010], [0.313, 0.027, 0.027], [0.125, 0.074, 0.357], [0.056, 0.002, 0.427], [0.120, -0.118, 0.079], [-0.119, -0.349, 0.120], [-0.150, 0.199, -0.195], [0.033, 0.073, -0.104], [0.181, 0.379, 0.290], [0.126, -0.522, 0.008]],
  "energy_ev": -7921.7204,
  "orbital_gap_ev": 10.541,
  "multiplicity": 1,
  "total_charge": 0,
  "smiles": "C=CCCCCN",
  "relative_energy_kcal_mol": 25.66,
  "e_lumo_ev": 1.1
}